1.
# C30H32InN7O

C30H32InN7O as an isolated structure (ωB97M-V/def2-TZVPD, the Open Molecules 2025 dataset).

Values from the calculation:
Strongest force on any atom: 0.0046 hartree/bohr
Frontier orbital gap: 8.00 eV

```
71
Properties=species:S:1:pos:R:3:forces:R:3:lowdin_charge:R:1
In -0.2753 -0.0241 -0.1497 -0.01 -0.07 -0.18 0.8920
C -0.2493 -6.3114 1.9667 0.01 0.01 0.00 -0.0479
C -0.1221 -4.8118 1.9883 0.00 -0.04 0.00 -0.2661
C -0.9933 -4.0260 2.7369 -0.01 0.02 0.00 -0.0279
C -0.9133 -2.6439 2.7127 0.00 -0.01 0.00 -0.0039
C 0.0454 -1.9931 1.9492 0.00 0.05 -0.02 -0.3026
N 0.1116 -0.5754 1.8795 -0.01 -0.06 0.02 -0.0100
C 0.9579 -0.0021 2.8106 0.02 0.02 0.00 -0.2104
C 1.5823 -0.7550 3.8242 -0.02 -0.04 0.01 -0.0074
C 2.4037 -0.1858 4.7804 0.01 0.02 0.01 -0.0457
C 2.6873 1.1730 4.7899 0.00 -0.03 0.01 -0.2874
C 3.6074 1.7971 5.8039 0.00 0.00 0.00 -0.0571
C 2.1025 1.9283 3.7860 0.00 0.04 -0.01 0.0104
C 1.2541 1.3741 2.8389 0.02 -0.01 -0.03 -0.1261
N 0.7116 2.2686 1.8693 -0.05 0.03 0.04 -0.0889
C 0.3112 3.5366 2.0887 0.02 0.01 0.04 -0.0525
C 0.1680 4.1514 0.8679 0.01 0.02 -0.01 -0.0274
C 0.5061 3.1631 -0.0618 0.04 -0.03 -0.02 -0.1261
N 0.8345 2.0248 0.5431 -0.01 0.03 -0.03 0.0379
C 0.9241 -2.7859 1.2131 -0.03 0.00 0.01 -0.1442
C 0.8381 -4.1688 1.2196 0.02 0.00 -0.02 0.0310
N 1.9334 -2.1724 0.4044 0.04 -0.02 -0.02 -0.0488
C 3.2399 -2.4904 0.3619 0.00 0.00 -0.02 -0.0370
C 3.8352 -1.7028 -0.5979 -0.02 0.00 0.01 -0.0352
C 2.7944 -0.9136 -1.0981 0.00 0.00 -0.05 -0.1001
N 1.6507 -1.2095 -0.4977 0.05 0.05 0.09 0.0323
H -0.6126 -6.6888 2.9224 0.00 0.00 0.00 0.0774
H 0.7075 -6.7878 1.7536 0.00 0.00 0.00 0.0761
H -0.9558 -6.6294 1.1968 0.00 0.00 0.00 0.0826
H -1.7560 -4.5057 3.3396 0.00 0.00 0.00 0.1152
H -1.6041 -2.0374 3.2845 0.00 0.00 0.00 0.1286
H 1.3992 -1.8191 3.8730 0.00 0.01 0.00 0.1086
H 2.8405 -0.8281 5.5373 0.00 0.01 0.00 0.1110
H 3.8595 1.0840 6.5885 0.00 0.00 0.00 0.0719
H 3.1490 2.6666 6.2781 0.00 0.00 0.00 0.0767
H 4.5413 2.1287 5.3449 0.00 0.00 0.00 0.0792
H 2.3215 2.9883 3.7167 0.00 -0.01 -0.01 0.1226
H 0.1673 3.8994 3.0923 0.00 -0.01 -0.01 0.1321
H -0.1646 5.1544 0.6688 0.00 0.00 0.00 0.1047
H 0.4975 3.2145 -1.1370 -0.01 -0.02 -0.01 0.1137
H 1.5138 -4.7445 0.5971 0.00 0.00 0.00 0.1263
H 3.6394 -3.2416 1.0216 0.00 0.00 0.00 0.1340
H 4.8710 -1.6915 -0.8852 0.00 0.00 0.00 0.0990
H 2.8125 -0.1484 -1.8572 0.00 0.00 0.01 0.1212
C -2.7536 -3.5520 -1.1895 -0.06 0.00 -0.05 -0.0182
C -2.0459 -2.2349 -1.4283 0.21 0.09 0.08 -0.6149
N -2.0625 -1.6038 -2.5489 -0.07 -0.19 -0.01 0.0961
O -1.3678 -1.8277 -0.3896 -0.16 -0.02 0.01 -0.1681
H -3.6763 -3.6203 -1.7655 0.01 -0.01 0.00 0.0718
H -2.9668 -3.6740 -0.1294 -0.02 0.01 0.00 0.0707
H -2.0970 -4.3681 -1.4982 0.01 0.00 0.02 0.0799
H -2.6432 -2.1020 -3.2159 0.01 0.03 -0.03 0.0439
H -1.2966 0.2057 -2.4277 0.10 0.18 0.05 0.0155
C -2.7555 1.7856 0.3163 0.01 0.03 -0.04 -0.0510
C -2.5128 2.6065 -0.9206 0.07 0.04 -0.04 -0.2287
C -3.1505 3.8341 -1.0649 0.02 0.00 0.00 -0.0653
C -2.9566 4.6134 -2.1935 -0.04 0.02 0.03 -0.0989
C -2.1195 4.1545 -3.1986 0.02 -0.04 -0.02 -0.0613
C -1.4620 2.9360 -3.0833 -0.04 0.05 -0.02 -0.2351
C -0.5400 2.4529 -4.1663 -0.01 0.00 0.01 -0.0513
C -1.6434 2.1526 -1.9297 -0.05 -0.16 0.12 -0.3092
N -0.9267 0.9489 -1.8200 -0.03 0.03 0.04 -0.0479
H -3.5951 2.1852 0.8845 0.00 0.00 0.00 0.0852
H -1.8927 1.8037 0.9961 -0.01 -0.01 0.03 0.0527
H -2.9820 0.7452 0.0682 -0.01 -0.01 0.01 0.0752
H -3.8173 4.1763 -0.2810 0.00 0.00 0.00 0.1049
H -3.4635 5.5647 -2.2952 0.00 0.00 0.00 0.0947
H -1.9680 4.7531 -4.0903 0.00 -0.01 0.00 0.1037
H -0.4629 3.1888 -4.9667 0.00 -0.01 0.00 0.0716
H -0.8870 1.5100 -4.5929 0.00 0.01 -0.01 0.0813
H 0.4560 2.2533 -3.7637 0.00 0.00 0.00 0.0713
```
Forces are in eV/Å.

---

2.
# C4H8O2

An isolated molecule of C4H8O2 at a distorted geometry (ωB97M-V/def2-TZVPD, the Open Molecules 2025 dataset).

Values from the calculation:
Strongest force on any atom: 0.0324 hartree/bohr
SMILES: OC[C@@H]1C[C@@H]1O
Frontier orbital gap: 9.58 eV

```
14
Properties=species:S:1:pos:R:3:forces:R:3:nbo_charge:R:1
O 1.8927 -0.3257 0.1049 -0.56 -1.09 -1.13 -0.6943
C 0.8992 0.5963 -0.2336 -0.71 1.14 -0.01 0.0708
C -0.3331 0.5967 0.5571 -0.25 0.92 0.54 -0.3219
C -0.7153 0.8805 -0.8428 0.63 -0.35 -1.27 -0.4139
O -0.7489 -1.5486 -0.3976 1.33 -0.47 0.24 -0.7130
C -0.8441 -0.8351 0.8202 0.04 0.14 0.26 -0.0633
H 2.4803 -0.3843 -0.6601 0.15 -0.16 0.22 0.4761
H 0.1801 -1.3161 -0.6659 -1.31 -1.02 -0.15 0.4715
H 1.4168 1.5261 -0.4539 -0.70 0.34 0.03 0.1819
H -0.4934 1.3229 1.3325 -0.08 0.11 0.62 0.1990
H -1.6232 0.3812 -1.1901 0.89 -0.84 -0.22 0.2306
H -0.6278 1.7393 -1.4853 0.43 1.00 0.91 0.2171
H -1.8973 -0.8184 1.1250 0.19 0.06 -0.09 0.1829
H -0.2617 -1.3447 1.5978 -0.05 0.23 0.04 0.1763
```
Forces are in eV/Å.

---

Which value of frontier orbital gap does entry 1 give? 8.00 eV